[1]
{"formula": "C17H24BrF2NO7PSi", "method": "ωB97M-V with the def2-TZVPD basis set", "de_lowest_ev": 0.347, "charge": -1, "lumo_energy_ev": 1.698, "symbols": ["H", "H", "O", "N", "H", "O", "H", "C", "H", "H", "H", "H", "O", "H", "C", "C", "C", "H", "H", "O", "H", "H", "H", "C", "C", "H", "H", "H", "H", "O", "C", "H", "H", "F", "F", "C", "P", "C", "O", "C", "C", "C", "C", "H", "C", "H", "H", "C", "H", "Br", "C", "Si", "C", "O"], "coordinates": [[-1.309, -1.139, -8.787], [1.425, -2.340, 2.292], [0.079, -1.917, -7.477], [-3.763, 2.185, 2.170], [-0.896, -0.366, 0.671], [-5.011, 2.988, 4.263], [3.445, 3.897, 2.658], [2.183, 0.798, 2.797], [0.543, -4.238, -2.980], [-0.546, 0.592, -6.374], [-1.293, -2.214, -3.390], [-2.149, 0.375, -7.101], [1.123, -2.989, -1.416], [-0.336, -2.403, 2.725], [-0.253, -2.218, -3.081], [0.628, -1.925, 2.913], [4.553, 0.760, 3.039], [3.325, -0.986, 3.040], [1.271, 2.729, 2.533], [-0.007, -1.189, -2.115], [-0.131, 1.564, 4.563], [5.502, 2.653, 3.036], [0.037, -0.075, 5.142], [-2.937, 1.190, 1.634], [2.190, 2.172, 2.674], [0.144, -0.146, -8.569], [-1.459, 0.348, 4.316], [-5.425, 2.206, 4.640], [0.288, 0.903, 0.493], [-0.366, -3.180, -5.662], [-1.211, -0.121, -6.864], [-1.516, 2.225, 0.475], [-1.122, 2.315, 2.179], [-3.452, 0.924, 0.357], [-2.991, -0.019, 2.320], [3.350, 0.095, 2.965], [-3.498, 2.544, 3.708], [3.395, 2.815, 2.751], [1.443, -0.992, -0.407], [-0.555, -2.203, -6.314], [-0.456, 0.495, 1.178], [0.133, -3.468, -2.331], [-1.493, 1.649, 1.400], [0.376, -2.042, -3.943], [-0.573, -0.786, -8.062], [0.864, -2.138, 3.963], [-0.699, -3.888, -1.761], [0.907, -1.656, -1.231], [5.468, 0.196, 3.181], [-2.440, 4.638, 3.754], [4.561, 2.121, 2.949], [0.473, -0.040, 2.740], [-0.386, 0.529, 4.327], [-1.430, -1.226, -5.983]]}



[2]
{"formula": "C17H24BrHgNOSb2", "method": "ωB97M-V with the def2-TZVPD basis set", "de_lowest_ev": 1.331, "charge": 1, "s2": 0.7691, "lumo_energy_ev": [-3.034, -5.618], "spin_multiplicity": 2, "symbols": ["H", "Sb", "Br", "H", "H", "C", "C", "H", "H", "C", "C", "N", "C", "H", "H", "Sb", "H", "C", "C", "C", "H", "H", "C", "H", "H", "C", "H", "H", "H", "H", "H", "C", "C", "H", "H", "C", "H", "C", "H", "H", "C", "C", "C", "H", "H", "Hg", "O"], "coordinates": [[7.468, -14.698, 3.862], [8.002, -17.317, 4.611], [6.023, -8.456, 5.953], [9.180, -14.788, 4.204], [8.628, -10.617, 9.179], [8.353, -15.305, 3.757], [1.792, -9.333, 7.543], [11.521, -14.249, 8.739], [7.210, -11.498, 9.954], [5.847, -17.645, 4.566], [11.280, -15.184, 8.208], [4.121, -9.812, 7.485], [2.858, -10.059, 7.934], [9.484, -11.642, 5.563], [9.331, -14.164, 9.661], [8.178, -12.778, 7.646], [7.421, -16.129, 7.148], [8.914, -14.675, 8.762], [10.587, -17.528, 6.781], [9.892, -15.524, 8.116], [5.530, -17.056, 5.420], [7.995, -15.170, 9.021], [9.534, -16.668, 7.287], [7.789, -17.917, 7.084], [3.309, -7.192, 5.416], [12.314, -15.992, 7.526], [6.952, -10.454, 8.540], [8.604, -15.343, 2.695], [10.231, -10.984, 7.085], [2.819, -10.829, 8.680], [5.472, -17.278, 3.628], [11.909, -17.201, 6.915], [9.839, -11.872, 6.635], [13.262, -15.592, 7.323], [10.377, -18.535, 6.373], [4.278, -8.905, 6.563], [12.705, -17.835, 6.463], [3.234, -8.101, 6.092], [0.857, -9.558, 8.139], [0.139, -7.800, 6.238], [7.640, -11.128, 9.019], [8.159, -16.896, 6.872], [1.971, -8.337, 6.551], [10.705, -12.553, 6.526], [5.766, -18.745, 4.722], [5.948, -12.199, 5.747], [1.025, -7.479, 6.007]]}



[3]
{"formula": "C17H24FN3O2", "method": "ωB97M-V with the def2-TZVPD basis set", "de_lowest_ev": 14.045, "charge": 0, "lumo_energy_ev": 0.355, "symbols": ["H", "H", "H", "H", "F", "H", "H", "H", "C", "C", "H", "H", "C", "O", "C", "H", "C", "H", "H", "H", "C", "H", "N", "C", "H", "C", "C", "C", "C", "H", "C", "H", "O", "C", "H", "H", "H", "H", "N", "C", "C", "H", "N", "C", "H", "H", "C"], "coordinates": [[-1.541, -0.236, -1.674], [0.861, -1.149, -1.836], [5.328, 0.219, 1.041], [-0.259, 4.352, 0.466], [5.062, -2.135, 0.700], [1.493, -3.289, -1.555], [-2.838, -3.830, 1.858], [-1.438, -3.156, 0.871], [0.682, 1.611, -1.565], [1.625, -1.349, -1.385], [-2.612, 2.970, 0.578], [4.700, 1.316, -0.123], [4.137, -1.649, -0.049], [-0.004, 0.874, -2.129], [-2.136, -0.368, 0.319], [3.626, -3.842, -0.476], [-3.001, -1.594, 1.024], [-2.890, 0.973, 2.152], [3.573, 1.236, 1.248], [-3.667, -1.163, 1.888], [2.190, -2.728, -1.474], [-1.127, -0.580, 1.254], [-2.005, -0.790, -0.864], [0.245, 3.119, 0.208], [-0.393, 3.407, -1.747], [-0.695, 2.173, 1.099], [-1.886, 2.123, 0.252], [-3.067, -1.840, -1.261], [-2.205, -2.891, 1.485], [-0.731, 2.293, 2.081], [3.683, -0.439, -0.110], [1.242, 3.746, -1.602], [-3.299, -1.829, -2.421], [3.378, -2.837, -0.637], [-1.918, 1.861, -0.846], [2.328, 1.917, -0.317], [-3.781, 0.949, 0.542], [1.161, 3.352, 0.733], [1.858, 1.134, -1.029], [4.340, 0.682, 0.647], [-2.879, 0.923, 1.047], [-0.109, 1.211, 1.016], [-3.824, -2.098, -0.008], [2.261, -0.329, -0.667], [-4.243, -2.954, -0.077], [-1.654, -2.622, 2.499], [0.430, 3.255, -1.156]]}



[4]
{"formula": "C17H24N2", "method": "ωB97M-V with the def2-TZVPD basis set", "charge": 2, "lumo_energy_ev": -7.267, "symbols": ["H", "H", "C", "H", "H", "H", "C", "H", "C", "C", "H", "C", "H", "C", "H", "H", "H", "H", "H", "C", "C", "C", "H", "H", "C", "C", "H", "H", "H", "N", "H", "H", "H", "C", "H", "C", "N", "C", "H", "C", "C", "C", "H"], "coordinates": [[6.511, -3.736, 2.164], [-1.441, 2.701, -2.378], [-2.864, 1.095, -0.881], [-1.824, 5.636, -2.135], [-2.296, 2.521, -3.907], [-3.429, 1.676, -0.142], [6.129, -2.820, 2.628], [-3.009, 0.592, -3.050], [2.135, -1.979, 1.481], [-1.312, -0.424, 1.247], [-3.269, 5.496, -1.072], [-2.498, 4.942, -1.622], [5.220, -0.641, 1.448], [-3.216, 3.996, -2.648], [3.966, -4.390, 2.923], [-3.214, -0.984, -1.412], [-3.220, 4.518, -3.611], [0.928, -2.719, -0.806], [0.215, -0.398, 2.760], [4.445, -1.382, 1.625], [3.758, -3.441, 2.429], [0.760, -1.577, 1.033], [-3.789, -0.576, 0.254], [-4.246, 3.827, -2.313], [0.315, -2.053, -0.202], [2.454, -3.190, 2.083], [6.151, -2.937, 3.717], [2.957, -0.123, 0.743], [-4.308, 1.704, -2.360], [-1.677, -0.871, 0.052], [-1.950, 0.224, 1.845], [1.665, -3.917, 2.265], [6.751, -1.986, 2.297], [-0.085, -0.761, 1.780], [-1.810, 1.388, -0.754], [-2.443, 2.654, -2.824], [4.723, -2.552, 2.217], [-0.918, -1.688, -0.687], [-1.268, -2.047, -1.651], [-3.003, -0.431, -0.494], [-3.257, 1.397, -2.349], [3.171, -1.068, 1.237], [-1.910, 4.324, -0.929]]}



[5]
{"formula": "C17H24N2O2S", "method": "ωB97M-V with the def2-TZVPD basis set", "de_lowest_ev": 0.191, "charge": 0, "smiles": "CSCC[C@@H](NC(=O)c1ccccc1)C(=O)NC1CCCC1", "lumo_energy_ev": 0.782, "symbols": ["C", "H", "N", "H", "H", "C", "C", "H", "C", "H", "H", "C", "C", "H", "H", "H", "C", "H", "S", "H", "C", "C", "C", "C", "H", "H", "C", "C", "C", "H", "H", "C", "H", "H", "H", "H", "H", "O", "H", "C", "O", "H", "H", "H", "N", "C"], "coordinates": [[0.364, 5.735, -1.476], [-1.068, 5.762, 1.583], [-0.515, 1.217, -0.241], [3.551, -1.825, -1.579], [-0.888, -6.052, 1.777], [-0.344, -0.211, -0.220], [0.382, 2.041, -0.820], [-0.375, 7.299, -0.215], [-0.441, 4.006, 0.541], [0.731, -0.423, -0.256], [0.485, -0.359, -2.858], [-0.901, -0.749, 1.101], [-1.030, -0.907, -1.416], [1.472, -4.381, 1.741], [2.993, -1.399, -3.214], [-2.415, -3.840, 1.209], [0.642, -4.614, 2.407], [-1.526, -1.821, -1.082], [1.263, -2.387, -1.870], [1.023, 3.964, -2.499], [-0.228, 6.235, -0.328], [-0.967, -2.796, 2.472], [2.747, -1.379, -2.155], [0.554, 4.373, -1.616], [-0.403, -4.920, 0.524], [0.060, -2.481, 0.664], [0.141, 3.497, -0.616], [-0.028, -1.252, -2.509], [-0.621, 5.371, 0.681], [1.044, -2.651, 3.307], [-1.793, -0.240, -1.823], [-0.602, -5.018, 1.591], [0.967, -5.419, 3.064], [-2.273, -4.457, 2.859], [-1.238, 1.562, 0.377], [0.680, 6.407, -2.260], [-1.578, -2.133, 3.089], [-1.602, -0.072, 1.829], [-0.522, -1.749, -3.344], [-1.714, -4.051, 2.015], [1.308, 1.618, -1.496], [2.560, -0.360, -1.826], [-0.730, 3.348, 1.348], [-0.076, -3.662, 4.223], [-0.536, -2.015, 1.334], [0.236, -3.375, 3.219]]}